Entry 1:
Entry from OMol25: 2 unconnected molecules or ions with the total composition C8H17NO at a distorted geometry (the ωB97M-V functional and the def2-TZVPD basis).

```
! wB97M-V def2-TZVPD RIJCOSX def2/J DEFGRID3
* xyz 0 1
O -2.52 -1.13 0.43
N -0.62 0.57 -0.21
C -0.38 -0.27 -1.39
C 0.07 1.85 -0.34
C -1.55 -0.16 2.40
C 1.57 1.62 -0.39
C 1.93 0.70 -1.56
C -1.61 -1.14 1.25
C -0.48 -2.14 1.17
C 1.11 -0.60 -1.48
H 2.10 2.59 -0.49
H 1.69 1.21 -2.51
H -0.20 2.48 0.53
H 1.89 1.16 0.56
H -0.62 -2.81 0.30
H 3.01 0.47 -1.56
H -2.42 0.52 2.36
H -0.70 0.22 -2.32
H 1.40 -1.17 -0.58
H -0.63 0.43 2.34
H 1.30 -1.23 -2.37
H -0.24 2.40 -1.26
H -0.97 -1.20 -1.28
H -0.44 -2.75 2.08
H 0.49 -1.62 1.06
H -1.57 -0.70 3.36
H -1.63 0.72 -0.11
*
```

The SMILES is C1CCNCC1.CC(C)=O. The value obtained for the orbital gap is 9.92 eV. The value obtained for the maximum force is 1.063 eV/A. Its energy relative to the best compared isomer or geometry (same formula, charge and spin) is 1.194 eV. The HOMO energy comes out at -8.993 eV.

=====

Entry 2:
Entry from OMol25: a molecular structure, C26H37GeIrN8SSe (the ωB97M-V functional and the def2-TZVPD basis).

```
! wB97M-V def2-TZVPD RIJCOSX def2/J DEFGRID3
* xyz 2 5
Ir -0.52 -0.36 -0.45
Se -0.71 2.42 -1.16
Ge -2.70 2.07 -3.90
S -1.81 -1.80 -2.03
N -1.74 0.47 1.19
N -2.82 -4.20 -1.71
N 1.25 -0.16 -1.81
N 2.52 -0.43 -1.42
N -1.53 -3.55 0.03
N -0.67 -2.68 0.69
N 1.11 -0.18 1.11
N -1.41 0.46 2.50
C 2.17 -1.08 0.94
C -2.23 3.20 -0.23
C 4.24 -2.99 0.63
C 3.83 -2.19 -0.43
C 3.59 -2.83 1.85
C 2.28 0.99 2.87
C -0.12 0.89 2.95
C -2.05 -3.26 -1.17
C 1.13 2.90 5.93
C 5.33 -4.02 0.45
C -4.09 1.60 -2.62
C -3.05 0.20 1.14
C 2.59 -1.90 2.00
C -3.57 0.01 2.43
C 1.36 0.52 -2.94
C 2.31 1.73 4.02
C -3.33 3.37 -5.19
C 2.82 -1.26 -0.30
C 1.08 0.53 2.29
C 2.70 0.69 -3.30
C -2.50 0.19 3.27
C -0.08 1.63 4.12
C -1.24 3.00 -2.94
C -2.03 0.45 -4.75
C 3.41 0.07 -2.31
C 1.12 2.06 4.68
H -2.84 0.00 -5.33
H 4.48 -0.03 -2.16
H 3.21 0.77 2.35
H -0.33 3.01 -3.55
H -3.55 0.16 0.19
H 1.20 3.96 5.67
H 3.10 1.20 -4.17
H -1.01 1.92 4.59
H -3.16 2.74 -0.55
H 0.47 0.84 -3.46
H 4.30 -2.31 -1.41
H 2.09 -1.79 2.96
H -2.97 -5.10 -1.27
H -4.13 2.94 -5.81
H 3.88 -3.45 2.70
H -1.21 0.67 -5.44
H -2.08 3.06 0.83
H 3.26 2.08 4.41
H -3.21 -4.04 -2.62
H -2.52 3.69 -5.85
H 5.90 -4.16 1.37
H -2.44 0.16 4.35
H 0.22 2.77 6.51
H 1.99 2.66 6.55
H -4.89 1.06 -3.13
H -3.73 4.24 -4.67
H -2.24 4.26 -0.46
H -4.59 -0.21 2.71
H -1.03 -2.50 1.62
H 6.02 -3.74 -0.35
H 0.26 -3.08 0.75
H -1.70 -0.28 -4.02
H 4.90 -4.99 0.18
H -1.67 -4.47 0.42
H -3.69 0.96 -1.83
H -1.53 4.04 -2.82
H -4.53 2.50 -2.17
*
```

The value obtained for the orbital gap (spin up / spin down) is 7.75 / 5.82 eV. The value obtained for the maximum force is 0.537 eV/A. Its energy relative to the best compared isomer or geometry (same formula, charge and spin) is 0.202 eV. As for the expectation value of S²: 6.05. The HOMO energy (spin up / spin down) comes out at -12.440 / -13.163 eV.